Density functional theory data (wB97M-V/def2-TZVPD) for a molecular structure, CH12O6V in a non-equilibrium geometry.

Properties
<S²> = 3.754
HOMO-LUMO gap (spin up / spin down) = 5.77 / 8.29 eV
Multiplicity = 4

Positions of all 20 atoms, in Å:
V1 -23.30617 -19.34826 1.45350
O1 -22.12093 -17.97469 0.38832
H1 -21.40797 -18.37648 -0.10379
O2 -24.30646 -20.75815 2.52228
H2 -24.79844 -20.56534 3.31247
O3 -22.54128 -18.42982 3.42463
H3 -21.91661 -17.69358 3.36262
H4 -22.58393 -18.67231 4.35548
O4 -21.45229 -20.62528 1.69448
H5 -21.18566 -21.54122 1.82516
H6 -20.64244 -20.10026 1.72944
O5 -23.97940 -20.23917 -0.48699
H7 -23.68229 -19.75156 -1.26880
H8 -24.29460 -21.09279 -0.80297
C1 -26.12642 -18.24744 1.11784
O6 -24.91075 -17.85286 1.81138
H9 -26.83455 -17.41720 1.13108
H10 -25.91914 -18.47869 0.07912
H11 -26.51558 -19.11165 1.65452
H12 -25.18134 -17.18197 2.43527

Density functional theory data (wB97M-V/def2-TZVPD) for a gas-phase ion, C15H18BF9N3O4S2 (charge +1) in a non-equilibrium geometry.

Properties
SMILES = [H]/N=C(/C)C[C@]1(N=C=S)[C@H](S(=O)(=O)C(F)(F)C(F)(F)C(F)(F)C(F)(F)F)[NH2+][C@@H](C=C)[C@@H]1B(O)OC
HOMO-LUMO gap = 8.92 eV
Total charge = +1

Positions of all 52 atoms, in Å:
H1 3.99782 1.24683 -1.30722
N1 3.71147 1.80097 -0.49709
C1 2.46565 1.96145 -0.47325
C2 1.90104 2.80304 0.65274
C3 1.60425 1.35123 -1.58837
C4 0.75146 0.12899 -1.20274
N2 -0.04980 -0.12756 -2.44806
C5 0.20564 -1.13027 -3.03497
S1 0.64328 -2.41413 -3.78780
C6 -0.42208 0.32634 -0.16240
S2 -1.58176 1.70660 -0.35819
O1 -1.20535 2.66575 0.63650
O2 -1.57874 2.31291 -1.63455
C7 -3.22989 1.05366 0.18990
F1 -3.88321 2.00067 0.79100
F2 -2.95137 0.14150 1.14871
C8 -4.10947 0.41539 -0.90927
F3 -4.17035 1.17059 -1.98603
F4 -3.47695 -0.70378 -1.29233
C9 -5.59421 0.12906 -0.50893
F5 -6.11418 -0.50398 -1.56770
F6 -6.28148 1.23148 -0.38260
C10 -5.80035 -0.82026 0.69858
F7 -7.02706 -1.27458 0.68364
F8 -4.98243 -1.84262 0.69922
F9 -5.67706 -0.13589 1.82355
N3 0.05469 0.01157 1.19599
C11 1.31554 -0.79379 1.03074
C12 1.01654 -2.09415 1.78712
C13 1.21313 -2.23583 3.10483
C14 1.46786 -1.06579 -0.51658
B1 3.01782 -1.34545 -0.82036
O3 3.53141 -1.14703 -2.08433
O4 3.83688 -1.83944 0.17175
C15 4.77969 -0.89640 0.70444
H2 1.49048 2.20151 1.46947
H3 2.74138 3.36230 1.06998
H4 1.17800 3.53974 0.29947
H5 0.98542 2.12647 -2.05172
H6 2.27184 1.00564 -2.38439
H7 -1.05419 -0.54044 -0.41225
H8 -0.59696 -0.63264 1.66375
H9 0.04927 0.84278 1.80483
H10 2.19657 -0.42332 1.56028
H11 0.65536 -2.97161 1.23752
H12 2.15996 -2.02854 3.60720
H13 0.39740 -2.59467 3.73226
H14 1.00550 -2.05909 -0.61304
H15 3.98856 -1.97493 -2.31258
H16 4.29517 -0.03066 1.16862
H17 5.38919 -1.38707 1.46561
H18 5.46863 -0.52255 -0.06093

Density functional theory data (wB97M-V/def2-TZVPD) for a gas-phase ion, C6H10 (charge -1) in a non-equilibrium geometry.

Properties
<S²> = 0.758
Relative energy (zero: lowest compared OMol25 entry of this formula, charge and spin) = 212.0 kJ/mol
HOMO-LUMO gap (spin up / spin down) = 5.26 / 5.53 eV
Multiplicity = 2
Total charge = -1

Positions of all 16 atoms, in Å:
C1 0.02635 0.18251 1.49328
C2 -0.52343 -0.04979 0.09539
C3 0.39186 -0.59627 -0.85764
C4 1.85090 -0.56739 -0.65928
C5 -1.52129 1.00774 -0.38085
C6 -2.10602 -0.19111 0.17655
H1 0.72781 1.02483 1.55477
H2 -0.75895 0.32586 2.22714
H3 0.62648 -0.69932 1.78305
H4 -0.03800 -0.98409 -1.78403
H5 2.30178 -1.36768 -0.06503
H6 2.41406 -0.60164 -1.59150
H7 2.18678 0.37409 -0.19511
H8 -1.57454 1.96274 0.13815
H9 -1.43760 1.14363 -1.47252
H10 -2.56619 -0.96412 -0.46237

Density functional theory data (wB97M-V/def2-TZVPD) for 2 unconnected molecules or ions with the total composition C2H2ClN in a non-equilibrium geometry.

Properties
Relative energy (zero: lowest compared OMol25 entry of this formula, charge and spin) = 313.2 kJ/mol
HOMO-LUMO gap (spin up / spin down) = 8.85 / 8.85 eV

Positions of all 6 atoms, in Å:
C1 0.31836 0.42426 0.63135
C2 -0.39166 0.30833 -0.56526
N1 0.16838 1.49909 -0.00980
Cl1 -2.86332 0.09544 -0.05877
H1 0.74793 0.07987 1.69010
H2 -0.37274 -0.13341 -1.59184

Density functional theory data (wB97M-V/def2-TZVPD) for a gas-phase ion, C4H11N2 (charge +1) in a non-equilibrium geometry.

Properties
SMILES = NCC/C=C/[NH3+]
Relative energy (zero: lowest compared OMol25 entry of this formula, charge and spin) = 347.1 kJ/mol
HOMO-LUMO gap = 8.62 eV
Total charge = +1

Positions of all 17 atoms, in Å:
N1 -0.43522 -1.25329 2.06310
C1 -0.82504 -1.73112 0.69221
C2 -0.92037 -0.58627 -0.31298
C3 0.03789 0.57723 -0.16642
C4 0.46548 1.05251 -1.27337
N2 1.42475 2.14714 -1.17338
H1 -1.23285 -1.20765 2.72830
H2 0.41478 -1.64754 2.63633
H3 -0.06058 -2.56196 0.37587
H4 -1.64889 -2.41341 0.69091
H5 -1.95148 -0.19388 -0.33674
H6 -0.49266 -1.24509 -1.20014
H7 -0.07992 1.02818 0.93656
H8 0.26194 0.77435 -2.36187
H9 1.32587 2.57156 -0.23917
H10 2.45037 1.74717 -1.19720
H11 1.26590 2.94207 -1.86200